Molecular formula: C4H12
Method: DFT, the ωB97M-V functional and the def2-TZVPD basis

Element x y z (Å)
C 0.8817 2.2480 -1.6577
C 0.1893 -2.0079 1.9554
C -0.7131 -1.9106 0.6384
C -0.3076 1.6918 -0.9757
H 1.8571 1.7701 -1.4321
H -1.6205 -1.2714 0.7200
H -1.2864 2.2973 -1.0151
H 1.1191 -1.3602 1.7363
H -1.2178 -2.9038 0.7740
H -0.4202 -1.7856 2.7862
H -0.1864 -1.4814 -0.2564
H 0.9886 3.3390 -1.4920
H -0.0826 1.6789 0.0774
H 0.5613 -2.9594 1.9578
H -0.5579 0.6847 -1.1483
H 0.7954 1.9703 -2.6683

Results
max |F|: 5.2 eV/Å
structure (SMILES): CC.CC
lowest unoccupied orbital energy: 1.0876 eV
total energy: -159.53571 Ha
Kohn-Sham gap: 12.121 eV
E_HOMO: -11.0 eV
net charge: 0


Molecular formula: C18H22O3
Method: DFT, the ωB97M-V functional and the def2-TZVPD basis

Element x y z (Å)
O -1.2284 0.4573 -1.5409
O 1.2636 0.3810 0.2928
O -3.8529 -0.0912 -0.4891
C 1.7044 -1.3959 2.2525
C -4.0401 3.4823 -0.9352
C -2.2078 -0.8881 1.1455
C 3.0948 -0.4167 -1.1177
C 0.8878 1.3456 -0.6581
C -1.8465 2.8125 -1.6151
C -4.3228 2.1676 -0.6237
C 4.4187 -2.2397 -0.2967
C -2.7916 3.8061 -1.4285
C -3.3868 1.1510 -0.7993
C 2.3131 -0.4600 0.0274
C 2.0073 -2.4680 3.2895
C -2.9886 -1.1566 -0.1362
C 0.1124 0.7479 -1.8465
C 2.5841 -1.4060 1.0321
C 3.6371 -2.2830 0.8484
C -2.1208 1.4818 -1.3207
C 4.1469 -1.3062 -1.2747
H 3.0151 -2.3571 3.6831
H 0.5414 -0.2234 -2.1083
H 0.1867 1.4100 -2.7185
H -3.6751 -1.9957 0.0138
H -1.7295 -1.8072 1.4742
H 4.7479 -1.2606 -2.1707
H -2.5431 4.8270 -1.6747
H 1.3089 -2.3805 4.1190
H -2.8811 -0.5424 1.9272
H 0.2371 2.0339 -0.1101
H 2.9021 0.3030 -1.8983
H -5.2875 1.8841 -0.2332
H 3.8612 -3.0163 1.6062
H -1.4417 -0.1348 0.9823
H -4.7877 4.2457 -0.7861
H -0.8826 3.0882 -2.0133
H 1.9035 -3.4629 2.8621
H 1.7834 -0.4079 2.7157
H 1.7596 1.9043 -1.0208
H 5.2354 -2.9349 -0.4185
H 0.6683 -1.4949 1.9183
H -2.3063 -1.3993 -0.9555

Results
max |F|: 0.7 eV/Å
structure (SMILES): CCOc1ccccc1OCCOc1ccccc1CC
lowest unoccupied orbital energy: 0.7661 eV
total energy: -924.78134 Ha
Kohn-Sham gap: 8.929 eV
E_HOMO: -8.2 eV
net charge: 0


Molecular formula: C30H45BrN2P2PtS
Method: DFT, the ωB97M-V functional and the def2-TZVPD basis

Element x y z (Å)
Pt 0.3142 -0.0844 -0.2106
Br 1.4554 4.3163 -4.2068
S 1.2833 -0.5309 1.8716
P -0.3654 -2.2804 -0.3605
P 2.1741 0.6651 -1.2152
N -4.9299 -0.7639 3.2667
N -0.3153 -1.0963 3.9496
C -0.0226 4.0759 -1.7581
C -3.0862 0.7423 3.0348
C -2.2167 1.2597 -0.5859
C -0.2119 -2.6994 -2.1363
C -0.9507 -0.8950 5.1443
C -0.0165 1.3233 5.2033
C -2.0885 -2.7358 0.0532
C 2.8080 0.9892 -3.9441
C 0.4114 -0.1112 3.3129
C -5.0384 -0.8460 1.9447
C 2.6434 2.1842 -0.3582
C -0.7923 0.3180 5.7921
C 3.4189 3.1704 -1.2288
C -0.0225 3.7197 -3.1105
C -3.9914 0.0190 3.8080
C 4.8601 -0.0864 -1.3584
C -1.7715 2.1398 -2.8499
C -0.7634 3.2599 -0.8967
C -2.3301 -3.0556 1.5288
C 1.6771 0.9368 -2.9232
C 0.6003 -3.5888 0.4855
C 2.0790 -3.6819 0.1220
C 0.5872 1.1047 3.9739
C -1.1773 -1.9278 -3.0325
C 3.4466 -0.6218 -1.1228
C -1.5760 2.2242 -1.4510
C -2.3222 1.4314 0.7766
C -3.1891 0.6590 1.6218
C -1.0427 2.9537 -3.7052
C -4.1832 -0.1778 1.0686
H 1.7228 2.6483 0.0358
H -2.4982 1.3945 -3.2152
H -1.5606 -1.7058 5.5212
H 3.5575 1.7450 -3.6906
H 0.8332 -2.5085 -2.4237
H -1.2707 0.4649 6.7543
H -2.0939 -2.1964 2.1723
H -2.3312 -3.6089 -0.5798
H -0.3848 -3.7851 -2.2009
H 2.6912 -2.9863 0.7088
H -2.7395 -1.9083 -0.2675
H -2.3485 1.3902 3.5007
H -4.3212 -0.2467 -0.0096
H 3.1701 -1.3853 -1.8743
H 4.9617 0.3645 -2.3539
H 5.1387 0.6504 -0.5955
H -1.0800 -0.8419 -2.9053
H 2.3828 1.2660 -4.9125
H 3.7319 4.0163 -0.6060
H 0.4863 -3.4351 1.5703
H 0.1136 2.2739 5.7204
H 3.2323 1.8737 0.5206
H 5.5558 -0.9308 -1.2933
H 3.2917 0.0155 -4.0487
H -0.4051 -2.0063 3.4868
H -0.9673 -2.1711 -4.0826
H -1.7416 -3.9156 1.8704
H 1.2046 1.8508 3.4721
H -2.6797 0.3959 -1.0884
H -0.7034 3.3875 0.1937
H -1.1894 2.9336 -4.7782
H 0.9217 0.1795 -3.1948
H 4.3185 2.7234 -1.6690
H -3.9540 0.0833 4.9001
H 0.0763 -4.5284 0.2268
H 0.5878 4.9017 -1.3847
H 2.2685 -3.4892 -0.9397
H 1.1417 1.8911 -2.9018
H -5.8395 -1.4632 1.5343
H -3.3897 -3.2975 1.6781
H 2.7920 3.5743 -2.0343
H -1.6118 2.0826 1.3117
H -2.2201 -2.1977 -2.8296
H 2.4294 -4.7023 0.3313
H 3.3651 -1.1059 -0.1332

Results
multiplicity: 3
max |F|: 2.0 eV/Å
lowest unoccupied orbital energy (spin up / spin down): -6.0896 / -7.2883 eV
total energy: -5053.35545 Ha
Kohn-Sham gap (spin up / spin down): 6.899 / 5.832 eV
E_HOMO (spin up / spin down): -13.0 / -13.1 eV
net charge: +2


Molecular formula: C4H7I2NO
Method: DFT, the ωB97M-V functional and the def2-TZVPD basis

Element x y z (Å)
I 2.2035 -1.8037 0.2816
I -2.8474 -1.2558 0.1732
O -1.2948 -2.2440 -2.2699
N -0.7675 -1.7779 0.4490
C -0.5148 -1.3333 -2.3651
C 0.4204 1.0778 1.4058
C 0.1501 0.5184 -0.0305
C 0.1690 -0.9706 -0.1612
H -0.4830 0.8928 2.0219
H 1.3015 0.6690 1.8104
H -0.9143 -2.7179 0.0941
H 0.3432 2.2168 1.3106
H 0.9348 0.9468 -0.6978
H -0.2010 -0.6366 -3.1366
H -0.7661 0.8507 -0.4277

Results
max |F|: 4.8 eV/Å
lowest unoccupied orbital energy (spin up / spin down): -1.0345 / -1.0346 eV
total energy: -881.85113 Ha
Kohn-Sham gap (spin up / spin down): 6.673 / 6.672 eV
E_HOMO (spin up / spin down): -7.7 / -7.7 eV
net charge: 0